1.
{"formula": "C5H16N2O7P2", "method": "ωB97M-V/def2-TZVPD", "energy_ev": -41331.773, "e_homo_ev": -4.88, "homo_lumo_gap_ev": 3.30, "lumo_energy_ev": -1.6, "species": ["N", "P", "O", "O", "C", "C", "O", "C", "C", "P", "O", "O", "O", "N", "H", "H", "H", "H", "H", "H", "H", "H", "H", "H", "H", "H", "H", "C", "O", "H", "H", "H"], "positions_angstrom": [[-0.134, -3.375, -0.062], [-1.059, -2.179, -0.368], [-0.444, -1.268, -1.534], [-2.482, -2.782, -0.926], [-1.391, -1.126, 1.153], [-0.540, -1.530, 2.394], [0.364, -0.560, 2.888], [-0.126, 0.759, 2.859], [-0.292, 1.136, 1.364], [1.260, 1.029, 0.349], [1.669, -0.379, 0.291], [0.992, 1.641, -1.109], [2.401, 1.948, 0.997], [-1.409, 0.340, 0.806], [-0.614, -4.256, -0.226], [0.475, -1.563, -1.700], [-3.201, -2.134, -0.845], [-2.434, -1.379, 1.406], [-1.242, -1.772, 3.218], [0.043, -2.447, 2.241], [-1.041, 0.928, 3.461], [0.663, 1.392, 3.289], [-0.602, 2.198, 1.364], [0.366, 1.106, -1.619], [3.201, 1.762, 0.468], [-1.445, 0.529, -0.209], [-2.276, 0.742, 1.171], [1.863, 2.238, -4.196], [2.025, 1.790, -2.928], [1.662, 3.332, -4.319], [2.725, 2.091, -4.893], [1.023, 1.789, -4.785]], "nbo_charge": [-1.336, 2.198, -1.012, -0.943, -0.435, -0.087, -0.484, -0.092, -0.458, 2.324, -1.118, -0.900, -0.976, -0.508, 0.397, 0.570, 0.487, 0.243, 0.176, 0.282, 0.172, 0.241, 0.251, 0.525, 0.539, 0.454, 0.432, -0.201, -0.980, 0.079, 0.090, 0.072]}

***

2.
{"formula": "C5H16N3", "method": "ωB97M-V/def2-TZVPD", "energy_ev": -9907.167, "e_homo_ev": -14.37, "charge": 1, "homo_lumo_gap_ev": 10.87, "lumo_energy_ev": -3.5, "de_lowest_ev": 2.549, "species": ["C", "C", "C", "N", "N", "N", "H", "H", "H", "H", "H", "H", "H", "H", "H", "H", "C", "C", "H", "H", "H", "H", "H", "H"], "positions_angstrom": [[1.478, 0.511, -1.252], [2.104, 1.513, -0.118], [-0.660, -0.689, -1.832], [0.038, 0.282, -1.142], [-0.105, -1.295, -2.984], [-1.892, -1.122, -1.437], [1.958, 1.018, -2.122], [1.989, -0.520, -1.034], [1.788, 2.508, -0.225], [3.186, 1.475, -0.179], [-0.470, 0.903, -0.376], [0.608, -0.748, -3.459], [-0.543, -2.062, -3.399], [-2.106, -1.500, -0.464], [-2.729, -1.120, -2.092], [1.933, 1.079, 0.824], [-0.109, 0.028, 3.063], [-1.416, 0.031, 2.195], [0.684, -0.544, 2.546], [0.385, 0.889, 3.513], [-0.488, -0.489, 3.983], [-1.433, -0.228, 1.164], [-2.036, 0.921, 2.161], [-2.163, -0.842, 2.666]], "nbo_charge": [-0.272, -0.600, 0.695, -0.564, -0.752, -0.859, 0.233, 0.223, 0.221, 0.241, 0.465, 0.424, 0.429, 0.451, 0.446, 0.216, -0.646, -0.622, 0.205, 0.233, 0.234, 0.161, 0.223, 0.216]}